DFT (wB97M-V/def2-TZVPD) results for a 2-piece molecular cluster, C6H14O2 overall.

ORCA input file:
```
! RIJCOSX wB97M-V def2-TZVPD def2/J DEFGRID3
* xyz 0 1
H 0.714 1.493 -1.989
H 2.167 1.979 -1.283
H 0.736 -2.043 1.305
H 0.297 -0.553 2.003
H -2.161 -0.189 -0.474
H 2.182 0.453 -2.325
C 0.063 -1.211 1.158
C -1.266 -1.962 1.333
H -0.086 -1.418 -0.883
H -1.322 0.843 0.714
O 0.698 3.011 -0.160
H -1.488 -2.060 2.327
H 0.349 3.896 -0.058
H 1.638 3.355 -0.393
C -1.171 0.402 -0.248
H 2.128 -0.642 -0.502
O -1.920 -2.433 0.423
H -1.225 1.154 -1.008
H 1.528 0.875 0.560
C 1.661 1.147 -1.616
C 0.053 -0.531 -0.287
C 1.379 0.194 -0.359
*
```

ΔE to the lowest compared entry with this formula, charge and spin = 254.3 kJ/mol
Total energy = -10541.98144 eV


DFT (wB97M-V/def2-TZVPD) results for a 2-piece molecular cluster, C3H6INO overall.

ORCA input file:
```
! RIJCOSX wB97M-V def2-TZVPD def2/J DEFGRID3
* xyz 0 1
N 0.593 -1.259 0.912
C 1.298 -0.380 0.214
C -0.883 0.441 -0.923
O -0.020 -1.023 1.981
H 1.746 0.611 0.587
H -1.114 2.185 0.163
H -1.731 0.653 0.988
H 0.710 -2.225 0.572
H 1.899 -0.800 -0.504
C -1.349 1.192 0.039
I 0.045 1.231 -2.764
H -1.195 -0.628 -1.264
*
```

ΔE to the lowest compared entry with this formula, charge and spin = 399.9 kJ/mol
Total energy = -14841.89155 eV


DFT (wB97M-V/def2-TZVPD) results for a 2-piece molecular cluster, CH2N2O2Si overall.

ORCA input file:
```
! RIJCOSX wB97M-V def2-TZVPD def2/J DEFGRID3
* xyz 0 1
O -0.670 -4.121 -1.449
H 0.514 -0.744 -0.466
H -1.729 -0.694 0.815
N -0.286 -2.969 -1.533
C 0.613 -0.735 2.280
N 1.291 -0.532 3.175
Si -0.319 -0.796 0.619
O 0.302 -2.369 -2.418
*
```

ΔE to the lowest compared entry with this formula, charge and spin = 329.7 kJ/mol
Total energy = -16015.94467 eV


DFT (wB97M-V/def2-TZVPD) results for a 2-piece molecular cluster, C19H40NO4 overall.

ORCA input file:
```
! RIJCOSX wB97M-V def2-TZVPD def2/J DEFGRID3
* xyz -1 1
H -2.874 -0.203 2.012
C -1.046 1.410 -1.116
H 5.753 2.854 -0.149
H 3.997 -2.180 -0.991
H -5.139 0.539 2.055
H -2.488 -1.327 3.328
H 1.984 -1.688 0.811
C -1.890 0.193 -1.519
C -4.302 0.422 -0.645
H 3.163 0.010 1.276
H 0.950 0.508 1.031
O 5.653 1.276 -2.258
H 2.944 -4.009 1.234
H 4.184 -2.763 1.383
O 2.469 1.885 0.815
C 3.746 -3.492 0.696
H 0.625 -2.991 -1.582
C 5.846 2.520 -2.283
H -3.411 1.532 -2.256
H -1.358 2.272 -1.719
H 4.213 3.066 -0.971
C -5.731 -1.137 0.805
H -3.720 -0.152 -2.635
H 4.515 -4.229 0.454
H -5.956 -2.195 0.977
C 1.213 1.522 1.354
H 1.281 1.520 2.453
H -4.861 -1.599 -1.101
H -3.861 0.985 0.186
C -3.213 -0.592 2.977
H -1.272 0.867 0.949
H -0.120 3.224 1.653
H 0.587 3.067 0.057
C -1.130 1.788 0.371
H 1.707 -0.872 -1.966
H 5.447 4.341 -1.075
H -6.364 -0.513 2.766
H 2.955 -3.551 -1.309
H -2.014 2.406 0.565
H 3.966 -0.163 -1.321
H 2.809 1.111 -1.522
C 0.689 -2.718 -0.523
C 1.967 -1.932 -0.261
O 6.408 3.202 -3.162
C -3.356 0.518 -1.846
H -6.642 -0.678 0.400
H 0.001 1.219 -1.363
H -1.421 -0.310 -2.369
H -5.250 0.921 -0.884
O -4.463 -1.242 2.874
H -1.859 -0.532 -0.696
C 3.212 -2.798 -0.553
C 3.301 0.772 0.496
H 4.336 1.108 0.534
N 1.877 -0.664 -0.986
H 0.672 -3.643 0.060
C 5.284 3.263 -1.048
C 0.132 2.499 0.874
C -5.449 -0.508 2.163
H -3.694 -1.483 0.195
H -0.190 -2.121 -0.269
C 3.036 0.238 -0.906
C -4.596 -1.014 -0.213
H -3.253 0.240 3.692
*
```

Total energy = -30032.74992 eV


DFT (wB97M-V/def2-TZVPD) results for C27H14Br2Cl4IN3O2S2V as an isolated structure.

ORCA input file:
```
! RIJCOSX wB97M-V def2-TZVPD def2/J DEFGRID3
* xyz -2 4
N 3.136 -1.694 -1.967
C -0.038 4.780 0.834
C -0.227 -4.171 -2.823
Cl -0.695 -3.955 -5.487
H 5.073 1.031 -2.157
H -1.025 5.209 0.716
C -3.135 -0.199 1.041
C -4.552 -0.187 1.175
C 2.254 4.973 1.488
N -0.917 0.033 1.892
C -3.355 -0.200 -1.287
S -1.226 2.545 -0.202
C -0.375 -0.354 4.191
N -2.575 -0.175 -0.212
C 3.674 -0.585 -2.404
H 0.376 -0.412 4.964
Cl -0.155 -5.894 -3.062
H 3.054 -3.066 -0.450
C -4.731 -0.245 -1.237
C 1.418 2.865 0.604
C -0.109 -2.279 -1.308
I 2.897 0.146 -4.210
Cl 0.201 -4.686 -0.166
Cl -0.844 -0.849 -4.981
V -0.495 0.244 -0.159
H 3.083 5.547 1.886
H 4.861 -1.991 0.890
H -5.013 -0.130 2.149
C -0.512 -1.938 -3.670
C 3.562 -2.179 -0.800
C 2.447 3.653 1.120
Br -2.280 -1.013 6.229
C -0.039 -0.070 2.891
S 1.746 1.206 0.113
Br -7.208 -0.190 0.187
C 0.996 5.547 1.343
C 4.561 -1.573 -0.060
O -0.302 -0.121 -2.151
H -2.822 -0.164 -2.230
C 5.131 -0.409 -0.551
C -1.743 -0.577 4.453
H -5.325 -0.276 -2.136
C -0.307 -1.393 -2.416
H -3.711 -0.734 3.671
C -5.306 -0.221 0.045
C -0.454 -3.327 -3.880
C -2.675 -0.514 3.469
H 3.426 3.201 1.230
O 0.035 -1.727 -0.130
C 4.685 0.110 -1.750
C -2.248 -0.198 2.147
C -0.066 -3.642 -1.533
H 0.821 6.577 1.626
C 0.141 3.449 0.460
H 5.900 0.106 0.010
H 0.989 0.118 2.595
*
```

Expectation value of S² = 3.7822
ΔE to the lowest compared entry with this formula, charge and spin = 0.0 kJ/mol
Total energy = -282431.43624 eV


DFT (wB97M-V/def2-TZVPD) results for C4H5NO in the gas phase.

ORCA input file:
```
! RIJCOSX wB97M-V def2-TZVPD def2/J DEFGRID3
* xyz 0 1
H 0.686 -2.223 -1.001
O -0.137 1.296 1.830
H -0.783 1.650 -0.765
H -0.432 -0.228 -2.384
H 0.762 -1.422 1.655
C -0.179 -0.306 -1.337
N -0.414 0.763 -0.485
C 0.479 -0.864 0.781
C 0.004 0.437 0.784
H -0.349 2.187 1.498
C 0.363 -1.291 -0.576
*
```

ΔE to the lowest compared entry with this formula, charge and spin = 49.9 kJ/mol
Total energy = -7766.00927 eV


DFT (wB97M-V/def2-TZVPD) results for C16H28Ge2O7P2Pt as an isolated structure.

ORCA input file:
```
! RIJCOSX wB97M-V def2-TZVPD def2/J DEFGRID3
* xyz 0 3
O 0.789 5.403 -1.900
H 2.714 -2.462 -1.210
H -1.982 -4.876 2.863
H -0.111 -5.681 -0.842
C -0.874 -1.199 0.457
H 0.066 -3.254 -1.349
H -1.794 3.041 2.532
P 3.433 2.388 -0.956
C 1.335 -0.833 -1.724
H -3.169 2.514 -1.483
H 0.967 -2.020 2.882
H -1.329 0.225 -2.393
C -0.554 -4.941 -0.199
Ge 0.950 -0.557 0.124
H -4.291 3.302 2.741
H 1.439 5.926 -2.435
H -2.906 -0.806 0.578
Pt 0.712 1.976 0.705
H -2.491 1.033 -3.395
C 2.333 -1.335 1.244
O 2.386 3.465 -1.633
H -2.668 1.476 2.701
O 2.088 5.137 0.368
O 4.532 3.356 -0.296
C -2.195 2.058 -1.489
H 2.466 -2.264 -2.857
C -2.211 0.821 -2.377
O 4.024 1.513 -1.960
H -1.936 -2.416 2.344
C -0.444 -3.557 -0.457
H -4.529 2.342 1.281
C -1.147 -5.374 0.969
C -1.639 -4.486 1.904
H 3.541 -1.131 -1.941
H -3.776 3.977 1.238
C -1.522 -3.126 1.612
C -0.973 -2.637 0.468
H 2.573 -2.837 2.791
H 2.821 -0.514 1.750
Ge -1.710 1.536 0.355
H 3.030 -1.724 0.500
O 2.640 1.684 0.176
C -3.852 3.062 1.780
O 0.204 3.574 -0.391
C -1.887 -0.366 0.528
C 2.574 -1.704 -1.977
H 0.443 -1.346 -2.108
H 1.475 0.106 -2.240
H 4.143 4.032 0.243
H -1.289 -6.437 1.116
H -1.500 2.815 -1.805
H 1.382 -3.317 1.701
C 1.735 -2.409 2.180
C -2.502 2.326 2.025
P 1.405 4.452 -0.736
H -2.921 0.074 -2.001
*
```

Expectation value of S² = 2.0073
ΔE to the lowest compared entry with this formula, charge and spin = 0.0 kJ/mol
Total energy = -166238.85225 eV


DFT (wB97M-V/def2-TZVPD) results for C12H24AlI2O3 as an isolated structure.

ORCA input file:
```
! RIJCOSX wB97M-V def2-TZVPD def2/J DEFGRID3
* xyz -1 1
C 1.438 0.214 -2.268
C -3.291 -1.952 -1.757
H 1.123 -0.513 -3.015
H 0.331 2.047 -2.169
H 2.138 0.884 -2.780
C -1.347 3.367 2.969
H -4.282 -0.258 -0.986
H 1.731 0.973 3.178
C -0.535 2.843 1.804
O 0.346 1.837 2.018
H 1.645 -1.074 -0.541
I -0.469 -3.008 -1.908
H -4.484 -0.460 -2.716
H 4.337 -1.128 -1.121
H -0.822 3.350 3.923
H 0.158 -0.002 4.837
H -0.280 -0.478 3.186
H -1.612 4.398 2.755
H 2.407 -4.032 -0.504
H 0.861 2.259 3.989
C 3.439 -1.272 -1.730
C 0.741 1.408 3.314
C -2.016 -1.548 -1.824
H 4.154 -3.857 -0.441
H 3.643 -0.921 -2.737
C 2.265 -0.448 -1.181
O -0.702 3.232 0.689
C 3.217 -3.309 -0.569
H -5.382 -1.504 -1.559
C -4.452 -0.990 -1.769
O 3.195 -2.669 -1.817
C -0.204 0.363 3.874
H -2.208 1.048 -3.308
C 0.292 1.071 -1.688
Al -1.643 0.485 -1.895
I -3.966 -4.003 -1.687
H -2.260 2.779 3.047
H 3.086 -2.605 0.251
H 2.688 0.330 -0.545
H -2.543 1.120 -0.699
H -1.208 0.765 4.013
H 0.469 1.258 -0.633
*
```

ΔE to the lowest compared entry with this formula, charge and spin = 0.0 kJ/mol
Total energy = -41773.93380 eV


DFT (wB97M-V/def2-TZVPD) results for a 3-piece molecular cluster, C5H12O overall.

ORCA input file:
```
! RIJCOSX wB97M-V def2-TZVPD def2/J DEFGRID3
* xyz 0 1
C -0.235 0.702 -1.171
H -1.019 -0.547 0.320
H 0.659 -1.947 -1.829
H 0.398 0.672 1.578
H -1.006 1.439 1.366
H 1.404 0.332 -0.854
H -0.290 -2.775 -0.652
H 0.947 -1.654 -0.098
O 0.373 -1.000 1.958
C 0.173 -1.810 -0.857
C -0.789 -0.638 -0.743
C 0.170 1.747 -0.323
H -0.422 0.982 -2.205
H 0.429 -1.535 2.753
H 0.332 2.745 -0.717
H 0.474 2.384 1.781
C 0.046 1.642 1.113
H -1.645 -0.739 -1.419
*
```

ΔE to the lowest compared entry with this formula, charge and spin = 636.6 kJ/mol
Total energy = -7420.71293 eV


DFT (wB97M-V/def2-TZVPD) results for C2F3NO5SSc as an isolated structure.

ORCA input file:
```
! RIJCOSX wB97M-V def2-TZVPD def2/J DEFGRID3
* xyz 0 2
F 0.534 -1.098 1.225
F 1.638 -1.811 -0.487
C -3.153 -0.965 -0.167
O -1.077 1.108 -0.686
Sc -0.918 2.366 0.908
O -3.121 -1.811 -0.966
S 1.348 0.811 -0.438
O 2.626 0.937 -1.148
C 1.569 -0.847 0.426
F 2.679 -0.881 1.159
O 1.131 1.688 0.779
O -3.367 -0.340 0.800
N 0.112 0.842 -1.404
*
```

Expectation value of S² = 0.7519
ΔE to the lowest compared entry with this formula, charge and spin = 0.0 kJ/mol
Total energy = -53486.63121 eV


DFT (wB97M-V/def2-TZVPD) results for C2H5N3O in the gas phase.

ORCA input file:
```
! RIJCOSX wB97M-V def2-TZVPD def2/J DEFGRID3
* xyz 0 1
H -2.922 -0.600 -0.325
C -0.904 -0.546 -0.295
H 3.227 0.803 0.350
H 0.145 0.967 0.845
N 2.234 0.854 0.513
H -2.300 0.738 0.550
H 1.739 -0.779 -0.821
C 1.498 0.024 -0.112
N 0.158 0.200 0.177
N -2.147 -0.186 0.177
O -0.729 -1.476 -1.060
*
```

ΔE to the lowest compared entry with this formula, charge and spin = 19.2 kJ/mol
Total energy = -8673.44353 eV


DFT (wB97M-V/def2-TZVPD) results for C33H25AsCl5OPbSTe as an isolated structure.

ORCA input file:
```
! RIJCOSX wB97M-V def2-TZVPD def2/J DEFGRID3
* xyz 1 1
C -2.975 5.106 -2.498
H 3.984 -0.493 -0.977
C -1.835 -4.574 -0.594
H -1.674 1.913 6.108
C -1.450 5.497 0.587
C -1.149 1.240 5.445
C 1.736 -5.493 -2.785
C 3.177 -3.979 -1.432
Pb -1.548 -0.388 -0.916
O -1.086 1.472 -1.908
H 2.038 2.211 2.672
H 3.379 -3.993 -0.360
C 4.381 0.867 0.636
C 3.835 1.616 1.669
C -0.394 0.676 3.235
Cl -5.311 4.257 -1.444
H 4.475 2.196 2.319
S 1.222 -0.954 -1.050
H 0.367 -8.111 -3.829
C -0.708 2.866 1.082
C -1.637 4.921 -2.854
C 0.460 -7.103 -4.238
Cl -3.726 6.636 -2.704
C -0.167 5.067 0.282
H -2.659 -5.150 -1.009
H -1.740 6.520 0.387
Cl -3.925 1.519 -1.006
H 0.642 -1.631 5.485
H 0.543 5.750 -0.165
C 0.535 -6.095 -3.129
C -0.602 -5.765 -2.398
C 0.152 -0.750 5.095
C 3.561 0.109 -0.183
H 3.964 -4.535 -1.937
H -1.537 2.439 3.714
H -3.374 4.938 1.362
C -0.540 0.101 5.947
C -1.021 3.693 -2.660
C 2.185 0.112 0.019
Cl -0.737 6.231 -3.498
C 0.660 -4.240 -1.052
C 0.223 -0.465 3.741
H -2.112 -3.518 -0.623
C -1.716 2.608 -2.102
C 1.832 -4.572 -1.747
C -1.078 1.533 4.089
C -2.002 3.295 1.373
H 0.791 -1.120 3.089
H 5.451 0.863 0.473
C -2.367 4.611 1.136
C 1.622 0.890 1.032
C 2.463 1.623 1.865
H -1.545 -6.239 -2.644
Cl 0.633 3.454 -3.058
C -3.053 2.821 -1.756
C 0.209 3.754 0.530
C -0.568 -4.849 -1.358
H 3.236 -2.942 -1.766
H -0.410 -6.926 -4.869
H -2.738 2.603 1.770
C -3.682 4.046 -1.944
H -0.597 -0.122 7.003
As -0.289 0.997 1.329
H 1.207 3.429 0.266
H 1.352 -7.075 -4.861
Te 0.739 -2.801 0.488
H -1.734 -4.849 0.458
H 2.633 -5.750 -3.336
*
```

ΔE to the lowest compared entry with this formula, charge and spin = 0.0 kJ/mol
Total energy = -183496.79613 eV